Record 1
Molecular formula: C30H37N4O
Method: DFT, ωB97M-V/def2-TZVPD

Geometry (Å):
H (-5.037, -3.006, 0.798)
N (-2.540, -0.227, 1.149)
H (6.316, -0.815, 1.146)
H (-0.523, 3.107, -0.293)
C (-1.554, 0.596, 0.181)
C (-2.141, -1.506, 1.621)
H (-2.077, -6.057, 3.312)
H (-0.476, -0.255, 3.793)
H (-5.369, 1.352, -2.767)
N (-2.043, 1.915, 0.639)
H (-1.451, 3.863, 1.070)
C (-4.499, -2.085, 1.030)
H (-0.640, 0.181, 0.742)
C (3.914, 0.141, 1.772)
C (-3.141, -2.487, 1.503)
H (4.375, 3.729, -2.380)
H (6.513, -0.050, -0.455)
H (-2.159, 1.306, -5.652)
C (-2.850, -3.801, 1.850)
H (-3.628, 2.792, 1.951)
H (2.829, 0.045, 1.744)
C (4.126, 2.852, -1.796)
H (-4.028, 0.255, 2.677)
C (-1.625, -4.151, 2.383)
H (0.875, 3.125, -2.044)
C (-3.113, 1.912, 1.541)
H (5.880, 2.152, -0.614)
H (-4.561, 1.680, -5.122)
H (0.917, -1.201, 3.359)
C (-3.394, 0.594, 1.868)
H (-0.340, -5.695, 3.132)
C (6.005, 0.032, 0.514)
H (6.314, 0.948, 1.030)
C (-2.052, 0.873, -2.345)
H (-5.080, -1.553, 1.808)
C (-4.326, 1.256, -3.034)
H (4.466, -1.448, -1.273)
C (4.489, -0.015, 0.369)
C (-0.666, -3.168, 2.625)
H (4.479, -2.168, 0.372)
C (4.071, -1.354, -0.249)
H (-1.305, -6.176, 1.726)
H (-4.478, -1.467, 0.115)
C (-1.522, 3.168, 0.202)
H (-2.199, 3.666, -0.531)
H (0.655, 0.478, -2.568)
H (4.305, -0.653, 2.426)
C (1.501, 0.667, -0.656)
C (4.839, 2.087, -0.953)
C (-3.431, 0.932, -2.023)
C (-0.927, -1.821, 2.343)
H (4.174, 1.118, 2.199)
C (2.768, 1.241, -1.085)
C (0.341, 0.632, -1.527)
H (2.979, -1.465, -0.282)
N (2.844, 2.354, -1.856)
H (0.284, -0.085, 2.143)
N (4.008, 1.081, -0.518)
C (-1.581, 0.907, -3.656)
H (-3.570, -4.584, 1.683)
H (0.276, -3.489, 3.055)
H (2.154, 3.900, -2.978)
C (-1.061, 0.696, -1.198)
H (1.522, 2.360, -3.522)
C (1.778, 2.941, -2.632)
C (-2.491, 1.190, -4.650)
C (-3.831, 1.395, -4.348)
C (-1.322, -5.597, 2.660)
O (1.387, 0.221, 0.515)
C (-0.011, -0.784, 2.935)
H (-3.784, 0.646, -1.023)
H (-0.558, 0.778, -3.951)

HOMO-LUMO gap = 3.96 eV
net charge = +1
lowest unoccupied orbital energy = -4.52 eV
SMILES string = Cc1cc(C)c(N2C=CN(C)[C@@H]2/C(=C\C(=O)c2n(C)cc[n+]2C(C)(C)C)c2ccccc2)c(C)c1
E_HOMO = -8.48 eV
energy above the lowest of the compared OMol25 structures with the same formula, charge and spin = 97.4 kcal per mole

Atomic partial charges in e from the Löwdin method, atoms 1 to 8: number 1, H, carries 0.08; number 2, N, carries -0.02; number 3, H, carries 0.11; number 4, H, carries 0.07; number 5, C, carries -0.12; number 6, C, carries -0.14; number 7, H, carries 0.09; number 8, H, carries 0.10



Record 2
Molecular formula: C30H37N6O2PRuS
Method: DFT, ωB97M-V/def2-TZVPD

Geometry (Å):
C (-2.904, -3.095, 3.331)
N (-0.724, 3.290, 0.203)
C (-1.722, 2.460, -2.419)
H (-1.867, -3.960, -1.431)
H (-0.337, 0.092, -3.501)
C (-1.350, -2.242, -4.228)
C (-1.077, 3.702, -2.140)
C (-1.255, 4.419, -4.458)
C (2.005, 0.558, 4.102)
H (1.155, -2.019, -1.018)
C (3.383, -0.077, 1.750)
S (1.518, 1.342, -0.917)
H (1.738, -2.842, -3.168)
O (-1.459, -0.839, 0.928)
H (-3.234, -4.128, 3.360)
C (5.998, -0.173, 0.745)
H (2.013, -2.211, 3.163)
H (-1.871, 1.449, 4.240)
H (-2.417, -0.556, -2.525)
H (1.024, -2.175, 1.678)
H (6.162, 1.855, 1.438)
P (1.657, 0.087, 2.346)
H (-2.437, -1.653, -1.136)
H (-1.413, -3.089, -4.916)
C (5.163, -1.274, 0.630)
H (-2.604, -0.361, 5.283)
C (-1.367, -3.716, -2.371)
H (3.226, -2.091, 1.017)
C (3.866, -1.225, 1.130)
H (1.093, 0.404, 4.686)
N (-2.056, -2.582, -2.989)
H (2.810, -0.043, 4.531)
H (-0.197, 4.799, 1.608)
C (0.689, -3.076, -3.360)
N (-1.382, 1.690, 2.268)
C (-0.252, 3.708, 1.503)
H (-2.194, 3.598, 2.360)
C (-2.553, -1.003, 4.407)
C (0.136, -0.787, -3.063)
C (-0.864, 4.641, -3.156)
N (0.062, -1.919, -4.002)
C (-2.966, -2.313, 4.495)
H (3.863, 1.946, 2.290)
H (7.005, -0.207, 0.348)
H (-1.837, -1.379, -4.686)
C (-1.965, -1.236, 2.040)
H (5.514, -2.175, 0.142)
H (-1.072, 5.153, -5.231)
C (-2.068, -0.442, 3.217)
C (-1.220, 3.122, 2.515)
H (-0.365, 5.570, -2.892)
C (-2.431, -2.578, 2.150)
O (-1.969, 1.557, -1.534)
H (-2.225, 3.003, -5.762)
N (-0.537, -1.093, -1.794)
C (-2.133, 2.269, -3.770)
H (1.177, -0.546, -2.850)
C (-1.944, -1.430, -2.081)
H (0.751, 3.293, 1.649)
H (-2.378, -3.186, 1.255)
C (4.230, 1.027, 1.847)
H (-0.903, 3.326, 3.545)
C (-1.745, 0.977, 3.254)
H (-3.335, -2.723, 5.425)
H (0.636, -3.931, -4.039)
H (-2.643, 1.340, -4.000)
C (5.526, 0.981, 1.357)
C (0.107, -2.273, -1.202)
H (-1.433, -4.579, -3.040)
C (-1.901, 3.207, -4.746)
C (-0.645, 4.061, -0.803)
H (2.269, 1.613, 4.169)
H (0.301, -1.713, 3.205)
H (-0.239, 5.075, -0.681)
H (-0.387, -2.493, -0.258)
C (1.225, -1.677, 2.626)
N (0.046, -3.441, -2.093)
Ru (-0.471, 0.934, 0.018)

HOMO-LUMO gap (spin up / spin down) = 6.15 / 7.06 eV
net charge = -1
lowest unoccupied orbital energy (spin up / spin down) = 2.76 / 2.73 eV
⟨S²⟩ = 8.77
E_HOMO (spin up / spin down) = -3.39 / -4.33 eV
energy above the lowest of the compared OMol25 structures with the same formula, charge and spin = 10.8 kcal per mole
2S+1 = 6

Atomic partial charges in e from the Löwdin method, atoms 1 to 8: number 1, C, carries -0.11; number 2, N, carries -0.10; number 3, C, carries -0.40; number 4, H, carries 0.12; number 5, H, carries 0.11; number 6, C, carries -0.18; number 7, C, carries -0.17; number 8, C, carries -0.13



Record 3
Molecular formula: C30H38AsClGeN3SY
Method: DFT, ωB97M-V/def2-TZVPD

Geometry (Å):
C (-3.676, -1.228, -0.215)
H (3.142, 6.437, 3.579)
H (-0.101, 0.655, 5.218)
H (-2.558, 0.971, 5.652)
C (1.059, -0.296, -2.545)
H (-4.136, 1.157, 1.992)
H (-6.663, -2.160, 1.060)
C (-5.508, -0.447, 1.646)
Cl (-6.605, 0.104, 2.833)
H (5.360, 3.262, -3.224)
C (3.418, 2.796, -0.491)
As (-0.034, 0.547, 2.740)
C (-3.335, 2.370, -1.698)
H (-1.167, -3.163, 2.337)
C (-4.340, 0.260, 1.419)
N (0.724, -1.117, -3.524)
H (0.927, -1.735, 2.364)
H (-0.658, 2.173, 4.532)
H (2.294, 0.695, 1.895)
H (1.174, -1.087, -4.429)
H (3.462, 2.339, 0.492)
C (2.077, 5.195, 2.197)
C (0.002, -1.412, 2.842)
H (5.410, 2.185, -0.999)
H (-2.149, -1.730, 2.618)
H (-2.208, 4.308, 0.863)
C (2.271, 3.486, -0.902)
H (-4.253, 1.936, -2.072)
H (0.119, -1.900, -3.334)
H (2.201, 0.660, 4.981)
H (-2.873, 1.068, 3.928)
C (-0.139, 4.513, 2.889)
H (-1.224, -1.920, 1.114)
C (0.888, 4.506, 1.937)
H (-2.124, 1.648, -3.321)
H (2.242, 1.257, -1.982)
C (-1.205, -2.082, 2.199)
C (-0.950, 2.742, -1.887)
H (0.077, -1.676, 3.898)
Ge (0.752, 3.599, 0.272)
H (-2.298, -0.444, 4.648)
H (1.315, 6.462, 5.239)
C (-2.200, 0.642, 4.677)
H (-0.785, 5.239, 4.799)
H (1.395, 4.672, -2.487)
H (-2.924, -1.520, -0.941)
H (3.644, 0.581, 3.989)
C (1.198, 5.909, 4.317)
H (-4.977, -2.867, -0.649)
H (2.511, -0.760, 3.976)
C (-2.171, 3.701, -0.035)
H (3.356, 4.513, -3.952)
H (1.924, 2.084, 2.921)
C (1.864, 0.996, 2.854)
C (-2.136, 2.202, -2.390)
C (-5.755, -1.593, 0.898)
C (2.226, 5.895, 3.385)
C (-3.348, 3.154, -0.535)
H (-1.064, 3.973, 2.719)
H (-0.024, 2.569, -2.424)
C (-0.760, 1.090, 4.466)
C (0.015, 5.218, 4.070)
C (2.256, 4.098, -2.160)
C (4.493, 3.314, -2.579)
H (2.882, 5.200, 1.471)
N (1.922, 0.680, -2.752)
C (-0.926, 3.482, -0.682)
C (2.585, 0.326, 4.019)
H (2.403, 0.783, -3.635)
C (3.364, 4.014, -2.991)
N (-3.432, -0.121, 0.507)
C (4.522, 2.708, -1.328)
C (-4.820, -1.983, -0.048)
H (-4.286, 3.338, -0.025)
S (0.385, -0.588, -0.960)
Y (-1.379, 1.055, 0.143)

HOMO-LUMO gap (spin up / spin down) = 6.19 / 6.80 eV
net charge = +3
lowest unoccupied orbital energy (spin up / spin down) = -9.01 / -9.97 eV
⟨S²⟩ = 0.76
E_HOMO (spin up / spin down) = -15.20 / -16.78 eV
energy above the lowest of the compared OMol25 structures with the same formula, charge and spin = 0.0 kcal per mole
2S+1 = 2

Atomic partial charges in e from the Löwdin method, atoms 1 to 8: number 1, C, carries -0.14; number 2, H, carries 0.13; number 3, H, carries 0.08; number 4, H, carries 0.09; number 5, C, carries -0.81; number 6, H, carries 0.10; number 7, H, carries 0.14; number 8, C, carries -0.63



| no. | DFT total energy (eV) |
| --- | --- |
| 1 | -39708.239 |
| 2 | -67452.650 |
| 3 | -177930.065 |